DFT (ωB97M-V with the def2-TZVPD basis set) results for one molecule with the formula C5H14P2 in a non-equilibrium geometry.

Output
SMILES: CCC=P(C)(C)P
Net charge: 0
HOMO energy in hartree: -0.255
LUMO in eV: 0.9
2S+1: 1
Calculated total energy in eV: -23987.8826
ΔE to the lowest compared entry with this formula, charge and spin in kcal per mole: 32.0

XYZ file:
```
21
Properties=species:S:1:pos:R:3:forces:R:3:nbo_charge:R:1
C 0.651749 1.222684 2.371623 0.10 0.09 -0.13 -0.6005
C 1.405767 0.835936 1.101006 0.03 -0.15 0.07 -0.4198
C 0.968317 -0.484201 0.514301 -1.27 0.31 -0.35 -0.8491
P -0.342091 -0.466368 -0.606922 1.07 -0.51 -0.51 1.2301
C 0.152146 0.475226 -2.092970 -0.14 -0.02 0.15 -0.9707
C -0.493543 -2.183208 -1.204545 -0.15 0.31 0.10 -0.9475
P -2.531964 0.244862 -0.627675 0.39 -0.39 -0.29 -0.0813
H 0.824827 0.482092 3.151066 -0.04 -0.04 0.08 0.1998
H 0.976806 2.193636 2.740438 0.01 0.12 0.14 0.1996
H -0.419562 1.265969 2.175652 -0.08 0.01 0.04 0.1944
H 1.285411 1.625719 0.353627 0.15 0.08 0.02 0.1843
H 2.473106 0.769507 1.332194 0.04 0.14 -0.05 0.2043
H 0.833638 -1.265700 1.263032 0.07 -0.15 -0.04 0.2091
H 0.304929 1.525109 -1.838560 -0.01 -0.02 -0.03 0.2430
H -0.655078 0.404958 -2.827355 0.15 0.04 0.01 0.2379
H 1.078341 0.065344 -2.497197 -0.05 0.02 0.07 0.2479
H 0.423801 -2.430898 -1.737306 -0.04 -0.01 0.04 0.2495
H -1.352960 -2.288087 -1.863632 -0.04 -0.06 -0.04 0.2337
H -0.601977 -2.847725 -0.349559 -0.02 -0.05 0.01 0.2468
H -2.803618 -0.501423 0.515008 -0.25 -0.29 0.45 -0.0058
H -2.178044 1.356568 0.127775 0.07 0.56 0.27 -0.0057
```
Forces are in eV/Å.

***

DFT (ωB97M-V with the def2-TZVPD basis set) results for a 2-piece molecular cluster, C5H14S overall in a non-equilibrium geometry.

Output
SMILES: CCSC.CC
Net charge: 0
HOMO energy in hartree: -0.308
LUMO in eV: 1.0
2S+1: 1
Calculated total energy in eV: -16246.0804
ΔE to the lowest compared entry with this formula, charge and spin in kcal per mole: 28.1

XYZ file:
```
20
Properties=species:S:1:pos:R:3:forces:R:3:nbo_charge:R:1
C -0.096998 0.574293 -1.598494 -1.21 0.96 -0.23 -0.6306
C 1.059638 1.379723 -1.094630 1.85 0.85 0.33 -0.4991
S 0.878291 2.724172 0.210774 -1.18 -0.97 -0.15 0.1349
C -0.666106 2.228577 1.124368 0.01 0.90 -0.32 -0.7336
H -0.453744 -0.184209 -0.941326 0.56 -0.63 0.26 0.2018
H 0.035716 0.213200 -2.629578 0.19 -0.13 0.53 0.2269
H -0.999640 1.177312 -1.609114 -0.12 0.67 -0.46 0.2132
H 1.892049 0.772776 -0.687616 -0.58 -0.03 -0.42 0.2117
H 1.493697 1.962116 -1.931584 -0.21 -0.32 0.40 0.2202
H -0.962704 1.200362 0.898158 0.06 0.33 0.08 0.2155
H -0.522184 2.365726 2.190833 0.41 -0.37 0.15 0.2230
H -1.474663 2.948959 0.904924 0.26 -0.57 -0.37 0.2152
C 0.268698 -1.842389 1.271708 -0.54 -0.65 -0.04 -0.6156
C -0.187747 -2.514707 -0.052844 -2.03 0.91 1.72 -0.6190
H 1.252246 -2.140212 1.625676 0.36 0.51 -0.42 0.2126
H 0.103285 -0.770130 1.150358 0.67 -0.01 0.47 0.1967
H -0.364843 -2.185539 2.091925 -0.22 0.20 -0.04 0.2040
H 0.533968 -3.150859 -0.518972 0.25 0.01 -0.66 0.2169
H -1.107303 -3.056273 0.201922 0.47 -0.74 -0.13 0.2041
H -0.681657 -1.702889 -0.606484 1.01 -0.91 -0.71 0.2010
```
Forces are in eV/Å.

***

DFT (ωB97M-V with the def2-TZVPD basis set) results for a 2-piece molecular cluster, C5H14S overall in a non-equilibrium geometry.

Output
SMILES: CCC.CSC
Net charge: 0
HOMO energy in hartree: -0.309
LUMO in eV: 0.9
2S+1: 1
Calculated total energy in eV: -16244.5363
ΔE to the lowest compared entry with this formula, charge and spin in kcal per mole: 63.8

XYZ file:
```
20
Properties=species:S:1:pos:R:3:forces:R:3:nbo_charge:R:1
C -2.087941 -1.278234 -1.388098 -4.24 1.39 0.01 -0.6310
C -1.052720 -0.814666 -0.418352 -1.28 -3.54 4.03 -0.4050
C -0.020884 -2.014814 -0.247619 1.56 0.95 -2.16 -0.6231
H -1.729060 -1.557324 -2.357765 0.56 0.29 -0.64 0.2081
H -2.810881 -0.393036 -1.448257 0.94 -0.77 -0.80 0.2031
H -2.906695 -2.038870 -1.206374 1.54 0.09 0.84 0.2146
H -0.838593 0.160838 -0.695722 1.59 1.25 -0.68 0.2151
H -1.508975 -0.617554 0.702350 0.65 -0.67 -2.65 0.1804
H 0.428046 -2.041241 0.785498 -0.41 -0.31 -1.24 0.2144
H -0.574303 -2.963999 -0.572913 0.89 1.24 1.03 0.2198
H 0.870560 -1.911329 -1.087474 -2.02 -0.23 2.24 0.2022
C 2.373616 1.189385 1.864147 -2.31 3.34 0.96 -0.6942
S 2.040611 2.618841 0.538467 0.52 -0.85 0.88 0.0982
C 0.373454 2.271693 -0.169161 2.25 -6.03 0.44 -0.7247
H 1.917061 1.628854 2.821321 -0.31 -0.92 -1.42 0.2135
H 1.881549 0.271523 1.561608 0.61 -0.16 0.05 0.2222
H 3.375545 1.260029 2.249631 0.89 -0.68 -1.14 0.2357
H -0.169955 1.679151 0.636068 0.24 1.15 -1.07 0.2211
H 0.555113 1.448575 -1.053319 -0.61 2.35 1.94 0.2079
H -0.115553 3.102182 -0.514038 -1.05 2.11 -0.62 0.2216
```
Forces are in eV/Å.

***

DFT (ωB97M-V with the def2-TZVPD basis set) results for C5H15BrFInOP3 as an isolated structure in a non-equilibrium geometry.

Output
Net charge: +3
HOMO energy in hartree: -0.690
LUMO in eV: -14.0
2S+1: 1
Calculated total energy in eV: -113243.6204

XYZ file:
```
27
Properties=species:S:1:pos:R:3:forces:R:3:nbo_charge:R:1
C 1.895344 0.653375 2.501079 -0.88 0.60 0.24 -0.6235
C 0.505763 1.330512 2.295068 0.30 -0.27 -0.73 -0.7542
P -0.983398 0.414995 1.663646 -0.44 0.17 1.07 0.8612
C -1.939642 1.689283 0.789177 1.00 -0.17 -0.03 -0.9739
P -0.630414 -1.184002 0.062979 0.95 1.99 1.51 1.0247
F -2.166669 -1.321345 -0.002845 -0.51 -0.39 -0.31 -0.4946
C 0.289770 -0.040855 -1.109847 0.05 0.37 -1.09 -0.6260
C -0.412631 0.180536 -2.474520 0.50 -0.27 0.25 -0.6357
P -0.572488 -3.082437 -1.446400 -0.81 -1.56 -1.02 1.1244
O 0.647078 -2.910424 -2.420768 -0.31 0.10 -0.10 -0.9442
Br -2.327890 -3.060684 -2.682782 0.41 0.03 0.30 0.0696
H 2.045420 0.422124 3.552574 0.09 -0.39 0.01 0.2931
H 2.101685 -0.237895 1.886413 -1.40 0.07 0.65 0.1034
H 2.653774 1.401202 2.246525 -0.04 0.21 0.10 0.2234
H 0.212210 1.720013 3.271485 -0.32 0.04 0.05 0.3181
H 0.602713 2.202022 1.647739 0.10 0.12 -0.03 0.2582
H -2.364583 2.336484 1.558877 -0.24 0.03 0.01 0.3199
H -1.264073 2.296345 0.184068 -0.11 0.22 -0.11 0.2502
H -2.707167 1.238692 0.170291 -0.29 0.04 0.11 0.2811
H -0.017266 -2.007803 1.011387 0.14 -0.15 -0.34 0.0809
H 1.278660 -0.473817 -1.278207 -0.07 -0.51 0.15 0.2676
H 0.464452 0.936331 -0.672052 -0.25 -0.08 0.55 0.2538
H 0.082945 -0.410032 -3.235306 -0.17 -0.22 -0.13 0.2425
H -1.474037 -0.042040 -2.452691 -0.17 0.20 -0.10 0.2396
H -0.238216 1.212660 -2.759222 -0.29 0.19 0.02 0.2820
H 0.370753 -2.972745 -3.356781 0.54 0.00 -0.24 0.5576
In 3.947908 -0.290496 1.050112 2.25 -0.37 -0.79 1.0008
```
Forces are in eV/Å.

***

DFT (ωB97M-V with the def2-TZVPD basis set) results for C5H15ClINOPV as an isolated structure in a non-equilibrium geometry.

Output
⟨S²⟩: 0.8817
Net charge: +3
HOMO energy (alpha / beta) in hartree: -0.807 / -0.806
LUMO (alpha / beta) in eV: -15.3 / -15.7
2S+1: 2
Calculated total energy in eV: -64530.2714

XYZ file:
```
26
Properties=species:S:1:pos:R:3:forces:R:3:mulliken_spin:R:1
C -1.577597 2.214443 -1.775885 0.14 2.28 -0.56 -0.0152
I -1.765556 -1.612690 -1.799803 0.12 1.41 0.62 0.2035
H -0.770791 2.899763 -2.060202 -0.13 -0.21 0.14 0.0084
H -2.559963 2.705904 -1.893749 0.25 -0.15 0.78 -0.0038
H -1.552197 1.306025 -2.417721 0.31 -0.82 0.56 0.0166
V -1.366263 0.584881 -0.392469 1.98 -0.53 0.27 0.5919
P 0.856981 -0.598546 -0.049136 2.68 -1.15 -0.10 -0.0780
C 1.146520 -2.402370 -0.196173 -0.92 -0.03 -0.33 0.0002
C 1.923811 0.238715 -1.267727 -1.08 0.55 -0.43 -0.0093
H 1.913642 0.653925 1.768685 0.16 -0.11 0.10 0.0014
H 2.836153 -0.795158 1.288745 -0.18 0.02 -0.20 -0.0033
H 1.374545 -0.972056 2.297501 0.27 0.07 -0.06 -0.0003
C 1.833588 -0.399026 1.482122 -1.20 0.94 0.70 -0.0099
H 1.956899 1.311252 -1.005874 0.30 -0.39 -0.19 0.0003
H 2.920566 -0.226867 -1.230434 -0.23 0.11 0.15 -0.0044
H 2.207032 -2.598527 0.031115 -0.35 0.23 0.00 -0.0043
H 0.918192 -2.758006 -1.203119 0.06 -0.08 0.10 0.0017
H 1.508798 0.119524 -2.277185 0.27 0.07 0.09 -0.0023
H 0.499999 -2.913980 0.532422 0.28 -0.05 -0.20 0.0001
C -3.066987 -0.120326 0.259664 -5.08 -5.14 4.41 -0.0244
O -3.775982 -0.795592 0.912878 3.28 4.13 -3.68 0.0022
Cl -0.881431 2.714758 0.554900 -0.71 -0.54 -2.36 0.3485
N -1.163895 0.344525 1.813854 -0.20 0.03 0.00 -0.0214
H -0.429700 0.996147 2.111630 -0.18 -0.43 0.16 -0.0021
H -0.966271 -0.560174 2.235252 0.02 -0.27 -0.03 0.0004
H -2.020095 0.663456 2.280709 0.15 0.09 0.06 0.0032
```
Forces are in eV/Å.

***

DFT (ωB97M-V with the def2-TZVPD basis set) results for a 2-piece molecular cluster, C5H15IN3P overall in a non-equilibrium geometry.

Output
⟨S²⟩: 2.0128
Net charge: 0
HOMO energy (alpha / beta) in hartree: -0.286 / -0.302
LUMO (alpha / beta) in eV: 0.0 / -1.3
2S+1: 3
Calculated total energy in eV: -27282.1795
ΔE to the lowest compared entry with this formula, charge and spin in kcal per mole: 38.5

XYZ file:
```
25
Properties=species:S:1:pos:R:3:forces:R:3:mulliken_spin:R:1
C -0.117947 -0.160491 2.531047 2.03 1.78 0.59 0.0157
C -1.430674 1.033608 0.929951 1.27 0.61 0.75 0.0013
C 1.665606 -2.467425 -1.079811 -2.71 -2.08 0.22 -0.0062
C -0.674713 -2.039640 -0.883481 -0.14 0.00 2.67 0.0122
C 1.508460 3.367666 -2.199054 0.38 2.12 2.81 0.8488
N 2.256610 0.326238 0.719271 0.29 0.22 -0.28 0.4133
N -0.381597 0.005631 1.119135 0.62 2.20 -0.82 0.0412
N 0.646690 -1.651641 -0.364008 0.58 -1.37 -1.46 0.1872
P 0.880594 0.009752 -0.050357 -0.03 -0.74 1.17 0.3341
I 4.200808 0.351160 0.076440 -1.10 -0.13 0.07 0.0143
H -0.629685 -1.037316 2.717806 -1.75 -1.33 1.85 0.0047
H 0.902841 -0.359738 2.905174 0.08 -0.12 -1.23 -0.0062
H -0.275140 0.813727 3.086064 -0.85 -1.30 -0.31 -0.0007
H -2.359004 0.652321 1.381112 0.10 0.23 -0.41 0.0006
H -1.134550 2.002815 1.497137 -0.60 -1.26 -1.08 -0.0012
H -1.483396 1.202065 -0.153295 -0.54 0.25 0.37 -0.0005
H 1.463813 -2.431453 -2.193119 0.99 0.10 1.08 -0.0021
H 2.580535 -2.222796 -0.656468 2.11 0.78 -0.22 -0.0015
H 1.561575 -3.609812 -0.755994 -0.22 2.26 -0.67 0.0082
H -0.683059 -3.121437 -0.767488 -0.12 -0.18 -1.04 0.0045
H -1.422930 -1.764479 -0.121830 0.12 0.40 -0.52 -0.0003
H -0.918386 -1.594285 -1.829227 -0.14 -0.29 -0.75 -0.0158
H 2.252016 3.728559 -1.562857 1.01 0.44 0.81 0.0440
H 0.537957 3.594803 -2.023922 -2.77 0.75 0.63 0.0483
H 1.710966 2.786824 -2.945771 1.38 -3.32 -4.23 0.0563
```
Forces are in eV/Å.